{
  "formula": "C34H66BClF4N7O8S2",
  "method": "ωB97M-V/def2-TZVPD",
  "homo_energy_ev": -11.17,
  "total_charge": 1,
  "fmax_ev_per_a": 7.85,
  "gap_ha": 0.22409,
  "symbols": ["C", "C", "C", "C", "C", "C", "C", "C", "C", "C", "C", "C", "C", "C", "N", "C", "O", "N", "B", "N", "O", "C", "N", "C", "N", "C", "C", "F", "F", "C", "F", "F", "N", "C", "S", "S", "C", "N", "Cl", "H", "H", "H", "H", "H", "H", "H", "H", "H", "H", "H", "H", "H", "H", "H", "H", "H", "H", "H", "H", "H", "H", "H", "H", "H", "H", "H", "H", "H", "H", "H", "H", "H", "H", "H", "H", "H", "H", "H", "H", "H", "H", "O", "C", "O", "C", "C", "C", "H", "H", "H", "H", "H", "H", "H", "H", "O", "C", "O", "C", "C", "C", "H", "H", "H", "H", "H", "H", "H", "H", "O", "C", "O", "C", "C", "C", "H", "H", "H", "H", "H", "H", "H", "H"],
  "coordinates": [[2.397089, -3.170294, 4.226499], [2.942216, -3.592631, 2.752317], [3.963392, -2.406297, 2.285943], [3.201481, -1.147111, 1.605227], [2.851163, 0.039300, 2.679444], [2.923677, 1.520459, 2.030046], [1.480338, 2.299242, 2.051587], [0.810039, 2.028955, 0.603733], [-0.404522, 3.056676, 0.250115], [-0.801635, 2.780438, -1.287833], [-2.381974, 2.745090, -1.586619], [-3.191367, 1.698100, -0.627083], [-2.772810, 0.168565, -0.841181], [-2.865210, -0.796937, 0.450286], [-1.754968, -0.270605, 1.365156], [-2.234312, 0.437230, 2.350211], [-2.486600, 1.464451, 3.041319], [-4.185947, -0.923411, 1.094534], [-5.386016, -0.909157, 0.201980], [-5.940582, -2.028429, -0.630840], [-6.147212, 0.346658, 0.175456], [-4.355602, -2.075434, 2.006184], [-4.881202, -1.996734, 3.253563], [-5.285443, -0.643815, 3.822995], [-4.274296, -0.148777, 4.834828], [-4.689794, 1.228129, 5.333746], [-5.005548, -3.137258, 4.185089], [-3.846446, -3.146053, 5.064413], [-5.102082, -4.445254, 3.654450], [-6.302466, -3.089927, 5.183974], [-7.527690, -2.804651, 4.445847], [-6.117194, -2.261748, 6.328767], [-3.890830, -3.358041, 1.434450], [-2.447357, -3.382303, 1.096231], [-2.138614, -5.035790, 0.229206], [-1.269497, -3.333217, 2.531878], [-2.204081, -2.236832, -0.038884], [-2.647275, -2.699005, -1.371985], [-0.340588, -2.091936, -0.154438], [3.161869, -2.510804, 4.781931], [1.456673, -2.527347, 4.057896], [2.111035, -4.062360, 4.887381], [3.457808, -4.629493, 2.790047], [2.031426, -3.635483, 2.036728], [4.599473, -2.128851, 3.199354], [4.687778, -2.911671, 1.529674], [3.873480, -0.781687, 0.748510], [2.230132, -1.575822, 1.127686], [1.831287, -0.221201, 3.133933], [3.659794, -0.023848, 3.491559], [3.748455, 2.123572, 2.586037], [3.318940, 1.384951, 0.950481], [1.725094, 3.402739, 2.244752], [0.895063, 1.810814, 2.923580], [0.428784, 0.940834, 0.491071], [1.648944, 2.245414, -0.172941], [-1.273470, 3.005159, 0.995694], [0.049128, 4.121061, 0.311544], [-0.333811, 1.775093, -1.589128], [-0.348976, 3.602789, -1.976011], [-2.791822, 3.797275, -1.329948], [-2.614216, 2.520303, -2.688553], [-4.312258, 1.791372, -0.929287], [-3.113629, 2.115630, 0.431045], [-1.642417, 0.187205, -1.126056], [-3.310528, -0.212831, -1.778984], [-6.197168, -1.705035, -1.589489], [-6.805824, -2.368836, -0.159242], [-6.609258, 0.314991, -0.707637], [-6.366574, -0.608234, 4.205956], [-5.269856, 0.197333, 3.017758], [-4.254133, -0.751201, 5.670055], [-5.680885, 1.219652, 5.908293], [-4.714828, 1.888933, 4.378526], [-3.794221, 1.616932, 5.947123], [-6.466950, -4.166127, 5.591171], [-4.518401, -3.728135, 0.706548], [-1.040470, -5.639029, 0.872745], [-1.412701, -2.118683, 3.226280], [-3.573413, -2.353296, -1.658220], [-1.957156, -2.330018, -2.062658], [0.318144, 5.581964, -2.981336], [1.481845, 5.273394, -3.145220], [2.135138, 4.575943, -2.196857], [3.444256, 4.008048, -2.363532], [4.521189, 5.031621, -2.069002], [2.235052, 5.741689, -4.357938], [3.551341, 3.555343, -3.352438], [3.518774, 3.191063, -1.640697], [4.472619, 5.878040, -2.757581], [5.513034, 4.580069, -2.146849], [4.397324, 5.437201, -1.061267], [2.586995, 6.761455, -4.189014], [1.555888, 5.730920, -5.210491], [3.073450, 5.104412, -4.628163], [1.476327, -5.933895, 2.862431], [1.717241, -6.992906, 2.320742], [2.869539, -7.634984, 2.576459], [3.173024, -8.968381, 2.134082], [3.724445, -8.959658, 0.723178], [0.780150, -7.556388, 1.288789], [2.305614, -9.624139, 2.244355], [3.937112, -9.351088, 2.815267], [2.998568, -8.565571, 0.008223], [4.001549, -9.969537, 0.412028], [4.607404, -8.318009, 0.662230], [0.980183, -7.081895, 0.325947], [-0.244389, -7.333979, 1.596053], [0.839469, -8.637337, 1.184028], [2.300608, 5.352726, -7.177057], [3.094393, 5.973651, -7.854049], [4.413471, 5.865693, -7.617380], [5.438591, 6.409222, -8.465563], [5.702099, 7.863763, -8.134519], [2.615729, 6.940491, -8.900503], [5.197340, 6.253287, -9.519966], [6.341884, 5.826946, -8.266785], [4.817431, 8.482459, -8.300911], [6.517425, 8.256192, -8.746647], [5.969661, 7.973093, -7.080161], [2.364612, 7.889536, -8.423300], [1.721884, 6.524825, -9.370501], [3.331121, 7.111025, -9.701860]],
  "atomic_forces_ev_per_a": [[-0.355, 0.019, -0.442], [0.252, 1.037, 0.812], [-0.245, -1.392, -0.580], [0.174, -0.599, 0.428], [0.818, -0.591, -0.779], [0.095, -0.303, 0.342], [1.419, -1.333, -0.606], [-0.360, 1.204, 0.429], [1.259, 0.057, -0.584], [-0.426, 0.171, -0.430], [0.012, -0.040, 0.924], [-1.006, 0.874, -0.905], [0.584, 1.112, -0.100], [3.372, -0.736, -1.931], [-4.261, 2.036, 4.254], [0.930, 5.442, -0.572], [1.382, -6.854, -3.577], [-1.230, -1.562, 2.247], [-2.734, 3.056, -1.240], [0.188, 0.503, 0.572], [1.904, -2.764, -1.331], [1.440, -1.308, -1.307], [0.598, 0.501, -2.460], [0.020, 2.889, 0.706], [-1.422, -0.360, 0.025], [1.003, 0.287, -1.136], [0.616, -2.367, 2.611], [-2.798, 0.221, -2.412], [0.363, 3.449, 0.495], [-1.246, -1.121, 0.845], [3.144, 0.104, 1.658], [-0.577, -1.148, -3.081], [-0.720, 1.406, 2.274], [0.807, 0.715, -1.149], [0.587, -0.008, 0.695], [-0.521, 0.043, 0.656], [0.411, -0.342, 0.311], [0.521, 1.057, 0.124], [-1.617, 0.123, -0.482], [-1.141, -1.132, -0.840], [1.303, -0.865, 0.462], [0.411, 1.266, -1.078], [-0.814, 1.960, -0.100], [1.654, -0.089, 1.091], [-0.905, -0.117, -1.391], [-1.163, 1.122, 1.051], [-1.050, -0.203, 1.320], [1.584, 0.902, 0.740], [1.433, 0.642, -0.517], [-1.355, 0.020, -1.008], [-1.565, -0.942, -0.847], [-0.790, 0.426, 1.635], [-0.864, -1.525, -0.369], [0.690, 1.186, -1.427], [0.822, 1.676, 0.254], [-1.549, -0.540, 1.168], [1.225, -0.106, -1.096], [-0.884, -1.671, -0.003], [-0.624, 1.374, 0.301], [-0.730, -1.518, 1.317], [0.508, -1.721, -0.557], [0.468, 0.348, 1.568], [1.888, -0.075, 0.700], [0.002, -1.028, -1.259], [-1.944, -0.373, 0.683], [0.543, 0.288, 1.528], [0.065, -0.462, 1.109], [0.718, 0.144, -0.761], [0.113, 0.307, 1.533], [1.410, -0.900, -0.516], [0.116, -2.020, 0.897], [-0.104, 0.086, -0.633], [1.421, 0.171, -0.801], [-0.284, -0.893, 1.802], [-1.704, -0.621, -0.743], [0.544, 1.962, -0.805], [0.321, 0.462, 0.220], [-1.213, 1.228, -0.050], [-0.344, -0.963, -1.199], [0.499, -0.212, 0.518], [-0.838, -0.612, 0.718], [0.883, -0.555, 0.299], [-0.433, 0.799, -0.321], [-0.418, -0.439, 0.412], [0.218, 0.158, -0.069], [0.036, 0.231, -0.013], [-0.109, -0.411, -0.223], [-0.051, 0.150, 0.008], [-0.274, 0.126, -0.015], [0.036, -0.132, -0.039], [-0.077, 0.011, 0.016], [0.013, -0.147, -0.052], [-0.021, -0.058, 0.033], [0.062, 0.175, 0.327], [0.073, 0.143, 0.045], [0.137, -1.244, -0.252], [-0.182, 0.745, 0.120], [0.036, 0.180, 0.499], [0.090, -0.126, -0.280], [-0.026, 0.132, -0.185], [-0.412, -0.440, 0.096], [-0.017, 0.127, -0.055], [-0.152, 0.285, 0.071], [-0.006, -0.121, 0.039], [-0.015, 0.074, 0.045], [-0.044, -0.125, 0.093], [0.034, -0.056, 0.040], [0.178, 0.083, -0.007], [0.109, 0.039, -0.174], [1.032, 0.244, -0.715], [-0.713, -0.022, 0.288], [0.052, -0.552, 0.238], [0.093, 0.290, -0.056], [-0.130, 0.179, 0.076], [-0.059, -0.192, -0.635], [-0.101, 0.054, 0.096], [-0.281, -0.103, 0.126], [0.079, -0.043, -0.099], [-0.052, -0.049, 0.050], [0.061, -0.087, -0.119], [0.021, -0.071, -0.036], [0.000, 0.115, 0.286], [0.076, 0.173, 0.119]]
}

{
  "formula": "C34H66FN4OPSi2",
  "method": "ωB97M-V/def2-TZVPD",
  "homo_energy_ev": -5.12,
  "total_charge": 0,
  "fmax_ev_per_a": 2.91,
  "gap_ha": 0.15311,
  "symbols": ["C", "C", "C", "N", "C", "C", "C", "C", "C", "C", "C", "C", "C", "C", "C", "C", "C", "C", "C", "F", "C", "P", "N", "N", "O", "C", "C", "C", "C", "C", "C", "C", "C", "C", "H", "H", "H", "H", "H", "H", "H", "H", "H", "H", "H", "H", "H", "H", "H", "H", "H", "H", "H", "H", "H", "H", "H", "H", "H", "H", "H", "H", "H", "H", "H", "H", "H", "H", "H", "H", "H", "H", "H", "H", "H", "H", "H", "H", "H", "H", "H", "H", "C", "Si", "C", "C", "N", "Si", "C", "C", "C", "H", "H", "H", "H", "H", "H", "H", "H", "H", "H", "H", "H", "H", "H", "H", "H", "H", "H"],
  "coordinates": [[-2.049207, -0.050281, -0.422446], [-1.503542, -0.016215, -1.491876], [-0.832819, -0.011258, -2.832248], [-1.667813, -0.794292, -3.758643], [-0.687264, 1.483366, -3.236567], [-1.944067, 2.346128, -3.004466], [-3.273422, 1.838110, -3.577896], [-4.429589, 2.821668, -3.293559], [-4.621941, 3.020551, -1.772254], [-6.061188, 2.765405, -1.273464], [-6.183059, 3.319561, 0.165083], [-5.291860, 2.588782, 1.177639], [-4.990876, 3.433757, 2.442216], [-4.082222, 4.637324, 2.143729], [-2.635015, 4.259406, 1.799412], [-1.871965, 5.553478, 1.364383], [0.447680, 2.211327, -2.401517], [1.052648, 3.388231, -3.191503], [1.334729, 4.657769, -2.337375], [2.158274, 3.027571, -3.936541], [1.471301, 1.239076, -1.762237], [3.097724, 1.933402, -1.146761], [3.582360, 0.911740, -0.041735], [1.719453, 0.050702, -2.593054], [2.300382, 0.333594, -3.842058], [0.506688, -0.797150, -2.796028], [0.534905, -1.961643, -1.804398], [1.379230, -3.150516, -2.250318], [2.240626, -3.150109, -3.339065], [2.975056, -4.279133, -3.725077], [2.825733, -5.450130, -2.991722], [1.972612, -5.461148, -1.878154], [1.843490, -6.750289, -1.081646], [1.245780, -4.336854, -1.504264], [-2.470149, -0.293040, 0.528621], [-1.871416, -0.227074, -4.569179], [-2.521259, -1.091060, -3.311343], [-0.384491, 1.556602, -4.290050], [-2.084685, 2.588132, -1.949443], [-1.745377, 3.307931, -3.502517], [-3.537405, 0.923742, -3.027923], [-3.219809, 1.543369, -4.630280], [-4.120943, 3.772344, -3.748841], [-5.337197, 2.484966, -3.797777], [-4.349540, 4.037895, -1.479365], [-3.985221, 2.283197, -1.275417], [-6.278445, 1.692561, -1.269958], [-6.769339, 3.283474, -1.925927], [-7.221631, 3.301729, 0.505084], [-5.860673, 4.365019, 0.118851], [-5.787864, 1.665602, 1.501255], [-4.320402, 2.287554, 0.776041], [-5.945685, 3.753475, 2.867596], [-4.440491, 2.786055, 3.132431], [-4.478045, 5.267343, 1.341606], [-4.039677, 5.242632, 3.056513], [-2.091922, 3.873678, 2.664468], [-2.552447, 3.561434, 0.961898], [-0.901216, 5.614851, 1.865047], [-2.414643, 6.461017, 1.638494], [-1.695699, 5.581104, 0.285249], [-0.091050, 2.659251, -1.562832], [0.285432, 3.697114, -3.907939], [1.052395, 4.502540, -1.298819], [2.390444, 4.909955, -2.459464], [0.770165, 5.491006, -2.756607], [1.004114, 0.866405, -0.843704], [2.902313, 3.204380, -0.563906], [4.030786, 2.007671, -2.207646], [2.871551, 0.190289, 0.034777], [2.396525, -0.534459, -2.075529], [3.262969, 0.306850, -3.737659], [0.607470, -1.222353, -3.793197], [0.917646, -1.597942, -0.837723], [-0.464996, -2.343595, -1.597961], [2.340488, -2.245513, -3.934736], [3.607279, -4.206106, -4.599859], [3.379241, -6.330701, -3.294081], [1.623771, -7.571234, -1.768424], [2.794239, -6.955439, -0.586013], [1.042574, -6.668993, -0.347573], [0.594849, -4.399559, -0.639726], [4.487912, -2.852511, 7.289511], [3.302721, -3.217381, 5.860683], [1.639705, -2.434997, 6.325955], [3.062154, -5.096017, 5.827641], [3.969446, -2.594052, 4.439095], [3.252313, -2.691199, 2.923762], [1.575225, -1.799793, 2.810690], [2.999719, -4.467422, 2.309095], [4.375060, -1.839310, 1.662982], [4.092731, -3.244287, 8.234442], [5.458930, -3.317517, 7.108266], [4.632187, -1.775929, 7.401479], [1.362224, -2.691981, 7.355944], [0.832784, -2.784839, 5.677598], [1.696950, -1.346995, 6.255784], [3.964558, -5.590458, 5.463751], [2.224428, -5.385226, 5.188907], [2.849669, -5.479521, 6.833414], [0.788945, -2.350653, 3.330508], [1.257281, -1.693803, 1.758990], [1.645820, -0.800002, 3.243329], [3.912244, -5.049549, 2.444580], [2.746344, -4.480841, 1.238333], [2.185258, -4.965952, 2.839000], [5.352869, -2.322126, 1.615986], [4.518003, -0.789958, 1.922256], [3.922541, -1.886579, 0.661018]],
  "atomic_forces_ev_per_a": [[0.247, -0.453, -0.122], [0.447, -0.041, -0.167], [-0.798, 0.369, 0.925], [0.433, 0.246, 0.044], [0.773, 0.407, 0.547], [-0.340, 0.199, -1.203], [-0.539, -0.556, 0.871], [1.019, 0.308, -0.177], [-0.800, -0.628, -0.515], [0.482, 0.478, 0.567], [0.401, -0.231, -0.396], [-0.133, 0.110, 0.708], [0.215, -0.201, -0.977], [0.096, -0.593, 0.439], [0.417, 1.401, -0.382], [0.160, -0.313, 0.187], [-0.050, -0.646, -0.460], [-1.291, 0.972, 0.385], [0.245, -0.604, -0.794], [0.348, -0.149, 0.136], [-0.661, 2.040, -0.463], [0.611, -1.952, 2.068], [-0.285, 0.377, -1.175], [1.056, -0.698, 0.359], [-0.371, 0.120, -0.237], [-0.881, -0.708, -0.346], [0.604, -0.103, 0.014], [-0.116, -0.521, 0.407], [0.057, 0.411, -0.144], [-0.609, 0.049, 0.578], [-0.006, 0.878, -0.247], [-0.083, -0.770, 0.327], [0.040, 0.478, -0.450], [0.659, 0.162, -0.753], [-0.069, 0.328, -0.002], [-0.230, -0.185, -0.107], [-0.136, 0.064, -0.137], [-0.121, -0.308, 0.021], [0.145, -0.277, -0.007], [0.034, -0.043, 0.154], [0.058, 0.011, -0.176], [0.116, 0.330, -0.033], [-0.389, 0.005, -0.032], [-0.002, 0.007, 0.126], [0.237, -0.148, 0.075], [0.109, 0.362, 0.180], [-0.076, 0.058, -0.204], [-0.048, -0.142, 0.018], [0.060, 0.015, 0.021], [-0.240, 0.007, 0.034], [0.043, 0.035, -0.123], [-0.184, 0.036, -0.281], [0.172, -0.001, 0.248], [-0.338, 0.110, 0.252], [-0.067, -0.034, 0.109], [-0.031, 0.162, -0.207], [-0.357, -0.374, -0.028], [-0.194, -0.249, 0.262], [-0.027, -0.003, -0.167], [-0.044, -0.091, -0.023], [-0.067, 0.051, 0.062], [0.256, -0.044, 0.075], [0.166, -0.230, -0.167], [0.181, 0.212, 0.047], [-0.035, 0.020, 0.354], [-0.020, -0.019, 0.201], [0.227, -0.176, -0.051], [-0.144, 0.223, -0.926], [-0.471, 0.727, -0.178], [0.337, -0.318, 0.768], [-0.050, -0.038, 0.017], [0.066, 0.064, 0.156], [0.104, 0.305, -0.021], [-0.173, -0.071, 0.038], [-0.068, 0.336, -0.151], [0.069, -0.141, -0.059], [0.074, -0.171, 0.060], [-0.094, -0.090, 0.182], [0.011, -0.040, 0.153], [-0.152, -0.078, 0.129], [0.151, -0.100, 0.059], [0.000, 0.126, -0.013], [-0.326, -0.204, 0.239], [0.964, 0.671, -1.002], [-0.125, -0.249, 0.397], [-0.230, -0.067, 0.433], [-0.963, -0.396, -0.206], [1.185, 0.190, 1.506], [-0.200, -0.060, -0.582], [-0.354, 0.101, -0.565], [-0.387, -0.127, -0.303], [0.089, 0.040, 0.040], [0.015, 0.034, -0.042], [0.032, 0.005, -0.044], [-0.052, 0.037, -0.026], [-0.011, 0.037, -0.054], [0.027, 0.006, -0.054], [0.011, 0.033, -0.051], [0.021, -0.017, -0.067], [0.001, -0.055, -0.041], [-0.012, 0.021, 0.057], [-0.079, 0.031, -0.012], [0.044, -0.017, 0.050], [0.018, 0.024, 0.068], [0.015, -0.079, -0.013], [0.033, -0.040, 0.077], [-0.015, -0.025, 0.040], [0.028, -0.004, 0.004], [0.134, 0.044, -0.110]]
}